Record 1
Computed, not measured: a cluster of 2 separate species, C5H9NO3 in total, with wB97M-V/def2-TZVPD.

XYZ file:
```
18
Properties=species:S:1:pos:R:3:mulliken_charge:R:1
C 1.08232 2.20536 0.42954 -0.64
O 1.45224 1.67549 -0.84539 -0.31
C 1.75128 0.36179 -0.94950 0.74
O 1.53630 -0.47580 -0.12144 -0.55
O 2.39645 0.14840 -2.10121 -0.46
H 1.41080 3.24130 0.41778 0.24
H -0.00930 2.21272 0.46663 0.28
H 1.50180 1.65650 1.27285 0.30
H 2.56751 -0.79844 -2.20982 0.36
C -1.11819 -1.73273 1.12640 -0.97
C -1.83727 -1.25316 -0.13369 -0.21
C -1.69912 0.20819 -0.28809 0.35
N -1.89484 1.33964 -0.29845 -0.55
H -0.05508 -1.51934 1.05853 0.24
H -1.49725 -1.23383 2.01547 0.31
H -1.22506 -2.81023 1.23247 0.33
H -1.45477 -1.76065 -1.02365 0.24
H -2.90783 -1.46522 -0.04843 0.30
```

## Properties
HOMO-LUMO gap: 11.468 eV
LUMO energy: 0.586 eV
SMILES: COC(=O)O.CCC#N

Record 2
Computed, not measured: a structure of composition C5H9NO3S, with wB97M-V/def2-TZVPD.

XYZ file:
```
19
Properties=species:S:1:pos:R:3:mulliken_charge:R:1
C 1.64293 1.49320 -0.17859 0.28
C -1.78163 0.21315 1.71384 -1.26
C 1.64532 -1.94452 0.54460 -0.24
C -1.74921 0.84520 0.31368 -0.46
C 1.08274 0.22998 -0.12167 0.03
N 1.90240 2.61280 -0.23828 -0.48
O -0.80560 -1.41323 -0.82692 -0.68
O -0.72910 0.66894 -2.08460 -0.61
O 1.84584 -0.71892 0.30810 -0.30
S -0.61575 -0.00198 -0.81279 1.15
H -2.21768 -0.75793 1.79654 0.33
H -0.86614 0.31477 2.28817 0.34
H -2.34760 0.88849 2.25415 0.47
H 1.79049 -0.23573 -3.65560 0.18
H 0.67858 -2.41160 0.46631 0.29
H 2.49668 -2.32309 0.87868 0.36
H -1.29680 1.87456 0.42801 0.36
H -2.68431 0.79898 -0.19077 0.42
H 2.00881 -0.13307 -2.88285 -0.18
```

## Properties
HOMO-LUMO gap (spin up / spin down): 7.568 / 8.013 eV
LUMO energy (spin up / spin down): -1.117 / -0.758 eV

Record-wise energy above the lowest of the compared OMol25 structures with the same formula, charge and spin values, in kJ/mol: 119.9 627.1
Record-wise maximum force values, in eV/Å: 1.6 4.3